1.
Molecular formula: C5H11NO
Method: DFT, ωB97M-V/def2-TZVPD

The LUMO energy comes out at 0.83 eV. The total energy is -326.93113 hartree. For the HOMO-LUMO gap, the calculation gives 8.534 eV. The calculation puts the energy relative to the best compared isomer or geometry (same formula, charge and spin) at 125.6 kcal per mole. The maximum force is 5.865 eV/A.

Element x y z (Å)
C: 0.573 0.175 -0.095
C: -1.556 0.977 -0.071
C: 1.073 0.640 1.249
C: -0.547 -0.654 -0.167
N: 1.064 0.816 -1.208
C: -1.300 -1.704 0.025
O: 1.410 -1.684 -0.145
H: 1.526 -1.978 -1.057
H: 1.994 1.194 -1.111
H: 0.687 0.614 -2.121
H: 2.065 0.205 1.367
H: -1.981 0.972 -1.071
H: -1.099 1.942 0.125
H: -2.278 0.759 0.710
H: 1.131 1.729 1.287
H: 0.444 0.284 2.060
H: -2.376 -1.613 0.102
H: -0.830 -2.671 0.120

Mulliken atomic charge list, values in e, 4 entries: 1.17 -1.28 -1.54 0.14

---

2.
Molecular formula: C5H11NO
Method: DFT, ωB97M-V/def2-TZVPD

The LUMO energy comes out at 0.97 eV. As for the SMILES: C=CCNC=C.O. The total energy is -326.99885 hartree. For the HOMO-LUMO gap, the calculation gives 9.311 eV. The calculation puts the energy relative to the best compared isomer or geometry (same formula, charge and spin) at 83.1 kcal per mole. The maximum force is 3.603 eV/A.

Element x y z (Å)
C: 2.217 -0.190 1.583
C: 1.334 -0.245 0.587
C: 1.146 0.965 -0.232
N: -0.131 0.917 -0.990
C: -1.271 0.667 -0.333
C: -2.521 0.771 -0.797
H: 2.596 -1.050 2.185
H: 2.443 0.820 2.160
H: 1.114 -1.280 0.350
H: 1.772 1.145 -1.158
H: 1.097 1.791 0.536
H: -0.171 1.802 -1.501
H: -1.051 0.547 0.772
H: -2.746 0.627 -1.882
H: -3.429 0.700 -0.150
O: -0.443 -2.785 -0.498
H: -1.111 -3.351 -0.041
H: -0.845 -1.851 -0.591

Mulliken atomic charge list, values in e, 4 entries: -0.91 -0.01 -0.30 -0.29

---

3.
Molecular formula: C5H11NO
Method: DFT, ωB97M-V/def2-TZVPD

The LUMO energy comes out at 0.93 eV. As for the SMILES: C[C@H](N)CCC=O. The total energy is -327.02363 hartree. For the HOMO-LUMO gap, the calculation gives 10.099 eV. The calculation puts the energy relative to the best compared isomer or geometry (same formula, charge and spin) at 67.6 kcal per mole. The maximum force is 3.657 eV/A.

Element x y z (Å)
C: -1.502 -0.876 1.022
C: -0.954 -0.680 -0.479
N: 0.011 -1.799 -0.776
C: -0.278 0.743 -0.691
C: 1.200 1.126 -0.552
C: 1.726 1.382 0.806
O: 2.695 2.097 1.032
H: -0.696 -0.792 1.837
H: -2.373 -0.091 1.350
H: -1.867 -1.852 0.952
H: -1.774 -0.939 -1.174
H: -0.286 -2.703 -0.473
H: 0.994 -1.635 -0.657
H: -0.839 1.672 -0.274
H: -0.535 0.720 -1.770
H: 1.395 2.178 -1.031
H: 1.940 0.289 -0.857
H: 1.141 1.159 1.737

Mulliken atomic charge list, values in e, 4 entries: -1.22 0.36 -0.54 -0.70